Below is a structure of composition C47H57N9O2S2SiTi at a distorted geometry, with properties calculated with wB97M-V/def2-TZVPD.

The geometry in ORCA input format:
```
! RIJCOSX wB97M-V def2-TZVPD def2/J DEFGRID3
* xyz 0 3
Ti -0.571 -0.700 -0.127
C -2.040 3.268 1.619
C -1.965 2.166 0.642
N -0.934 1.368 0.718
C 0.034 1.549 1.633
C -0.003 2.459 2.681
C -1.128 3.237 2.657
C 1.091 2.606 3.594
C 2.327 1.998 3.251
C 2.565 1.402 1.996
C 3.756 0.967 1.535
C 3.641 0.229 0.127
C 2.515 -0.061 -0.400
N 1.326 0.319 0.015
C 1.295 1.022 1.201
H -2.848 4.101 1.506
H -2.856 2.019 -0.073
H -1.411 3.960 3.375
H 0.968 2.835 4.692
H 3.304 2.084 4.006
H 4.609 0.987 2.141
H 4.641 -0.202 0.003
H 2.456 -0.226 -1.403
C -4.750 1.767 6.719
C -4.316 0.975 5.504
C -5.275 0.256 4.746
C -4.838 -0.449 3.637
C -3.519 -0.376 3.194
C -2.620 0.377 3.945
C -3.004 1.004 5.092
S -3.181 -1.152 1.657
O -3.546 -0.193 0.600
O -3.886 -2.357 1.681
N -1.511 -1.237 1.732
C -0.898 -2.168 2.613
C -1.325 -2.415 3.876
C -0.495 -3.260 4.741
C 0.714 -3.656 4.395
C 1.194 -3.342 3.086
C 2.477 -3.725 2.691
C 2.848 -3.457 1.314
C 1.915 -2.757 0.573
N 0.713 -2.343 0.958
C 0.362 -2.639 2.213
H -4.426 1.370 7.661
H -5.838 1.911 6.796
H -4.300 2.752 6.621
H -6.284 0.001 5.151
H -5.589 -1.076 3.188
H -1.597 0.367 3.643
H -2.267 1.500 5.691
H -2.161 -1.867 4.344
H -0.933 -3.474 5.722
H 1.377 -4.194 5.035
H 3.046 -4.186 3.390
H 3.717 -3.816 0.811
H 2.482 -2.514 -0.453
C -1.154 2.202 -2.570
C -1.964 1.004 -2.815
C -2.989 0.905 -3.700
C -3.674 -0.312 -3.843
C -3.415 -1.352 -3.038
C -2.428 -1.171 -1.979
N -1.743 0.034 -1.925
N -1.966 -2.141 -1.213
Si -2.217 -3.879 -1.269
C -4.048 -4.438 -1.179
C -1.226 -4.608 -2.682
C -1.435 -4.610 0.226
H -1.692 3.135 -2.751
H -0.148 2.127 -3.270
H -0.663 2.338 -1.538
H -3.159 1.681 -4.392
H -4.561 -0.326 -4.513
H -3.945 -2.245 -3.033
H -4.473 -3.852 -0.433
H -4.142 -5.508 -0.956
H -4.606 -4.221 -2.109
H -0.595 -3.824 -3.010
H -1.807 -4.944 -3.509
H -0.634 -5.438 -2.321
H -1.795 -4.043 1.117
H -0.335 -4.526 0.165
H -1.619 -5.692 0.323
C 2.487 4.647 0.625
C 1.862 4.050 -0.678
N 2.714 3.292 -1.506
C 2.786 3.389 -2.832
S 2.997 2.025 -3.813
N 2.677 4.600 -3.347
C 3.436 5.795 -2.855
C 4.955 5.606 -2.945
H 1.655 5.395 0.919
H 3.449 5.190 0.449
H 2.467 3.784 1.321
H 1.609 4.862 -1.309
H 0.984 3.516 -0.296
H 2.845 2.384 -1.124
H 2.693 4.564 -4.366
H 3.174 5.943 -1.836
H 3.134 6.534 -3.471
H 5.313 4.826 -2.246
H 5.436 6.552 -2.790
H 5.222 5.356 -4.041
C 3.634 -1.980 -3.561
C 2.219 -2.056 -4.312
C 2.269 -1.168 -5.451
C 1.800 -3.443 -4.726
C 1.328 -1.594 -3.282
N 0.580 -1.263 -2.462
H 4.422 -2.421 -4.269
H 3.478 -2.572 -2.555
H 3.943 -0.931 -3.394
H 2.860 -1.634 -6.312
H 2.562 -0.107 -5.025
H 1.250 -1.019 -5.858
H 2.603 -3.912 -5.436
H 0.818 -3.411 -5.127
H 1.711 -4.108 -3.829
*
```

Its gap between HOMO and LUMO (spin up / spin down) is 0.18995 / 0.24087 hartree. The lowest unoccupied orbital energy (spin up / spin down) is -0.24 / -0.37 eV. Its expectation value of S² is 2.04. The value obtained for the energy relative to the best compared isomer or geometry (same formula, charge and spin) is 171.4 kcal/mol.

Atomic partial charges in e from the Löwdin method, atoms 1 to 5: number 1, Ti, carries 1.085; number 2, C, carries -0.020; number 3, C, carries -0.106; number 4, N, carries -0.003; number 5, C, carries -0.230



Below is an isolated molecule of C4H12N2, with properties calculated with wB97M-V/def2-TZVPD.

The geometry in ORCA input format:
```
! RIJCOSX wB97M-V def2-TZVPD def2/J DEFGRID3
* xyz 0 1
C -2.140 0.913 -0.972
N -0.779 0.643 -0.570
C -0.649 -0.084 0.696
C 0.750 0.051 1.242
C 1.897 -0.228 0.253
N 1.739 -1.359 -0.667
H -2.230 0.824 -2.057
H -2.387 1.947 -0.763
H -2.860 0.239 -0.513
H -0.198 0.255 -1.298
H -1.304 0.472 1.375
H -0.988 -1.128 0.641
H 0.858 1.061 1.610
H 0.922 -0.568 2.126
H 2.120 0.666 -0.343
H 2.805 -0.402 0.847
H 1.119 -1.164 -1.443
H 1.324 -2.138 -0.166
*
```

Its gap between HOMO and LUMO is 0.35684 hartree. The lowest unoccupied orbital energy is 1.06 eV. The value obtained for the energy relative to the best compared isomer or geometry (same formula, charge and spin) is 19.6 kcal/mol.

Atomic partial charges in e from the Löwdin method, atoms 1 to 5: number 1, C, carries -0.139; number 2, N, carries -0.133; number 3, C, carries -0.264; number 4, C, carries -0.207; number 5, C, carries -0.290



Below is an isolated molecule of C6H12O at a distorted geometry, with properties calculated with wB97M-V/def2-TZVPD.

The geometry in ORCA input format:
```
! RIJCOSX wB97M-V def2-TZVPD def2/J DEFGRID3
* xyz 0 1
C 1.906 -0.571 0.041
C 0.907 0.391 -0.606
O 0.885 1.670 0.068
C -0.393 1.853 0.817
C -1.049 0.485 0.802
C -0.570 -0.087 -0.516
C -0.936 -1.566 -0.662
H 1.644 -0.682 1.097
H 1.840 -1.554 -0.442
H 2.959 -0.260 -0.002
H 1.151 0.513 -1.679
H -0.280 2.248 1.849
H -0.971 2.597 0.256
H -0.767 -0.120 1.677
H -2.129 0.458 0.676
H -1.105 0.498 -1.281
H -1.979 -1.731 -0.974
H -0.300 -2.039 -1.410
H -0.813 -2.102 0.288
*
```

Its gap between HOMO and LUMO is 0.39166 hartree. The lowest unoccupied orbital energy is 1.10 eV. The value obtained for the energy relative to the best compared isomer or geometry (same formula, charge and spin) is 17.0 kcal/mol.

Atomic partial charges in e from the Löwdin method, atoms 1 to 5: number 1, C, carries -0.039; number 2, C, carries -0.346; number 3, O, carries -0.122; number 4, C, carries -0.147; number 5, C, carries -0.169



Below is the ion C5H14N with charge +1, with properties calculated with wB97M-V/def2-TZVPD.

The geometry in ORCA input format:
```
! RIJCOSX wB97M-V def2-TZVPD def2/J DEFGRID3
* xyz 1 1
C -0.661 -1.825 -0.410
C -0.797 -0.325 -0.133
C -2.032 0.236 -0.815
C 0.455 0.434 -0.592
C 1.628 0.242 0.337
N 1.551 1.235 1.483
H 0.083 -2.314 0.223
H -1.610 -2.321 -0.177
H -0.485 -2.004 -1.470
H -0.935 -0.183 0.946
H -2.098 1.324 -0.687
H -2.951 -0.188 -0.405
H -1.971 0.055 -1.885
H 0.270 1.497 -0.785
H 0.737 0.069 -1.589
H 1.602 -0.742 0.798
H 2.586 0.400 -0.151
H 1.886 2.163 1.221
H 2.147 0.922 2.260
H 0.594 1.325 1.831
*
```

Its gap between HOMO and LUMO is 0.42469 hartree. The lowest unoccupied orbital energy is -3.75 eV. The value obtained for the energy relative to the best compared isomer or geometry (same formula, charge and spin) is 1.5 kcal/mol.

Atomic partial charges in e from the Löwdin method, atoms 1 to 5: number 1, C, carries -0.061; number 2, C, carries -0.452; number 3, C, carries -0.072; number 4, C, carries -0.180; number 5, C, carries -0.129



Question: What is the energy relative to the best compared isomer or geometry (same formula, charge and spin) in the third record?
Answer: 17.0 kcal/mol



What did the fourth record say?
Below is the ion C5H14N with charge +1, with properties calculated with wB97M-V/def2-TZVPD.

The geometry in ORCA input format:
```
! RIJCOSX wB97M-V def2-TZVPD def2/J DEFGRID3
* xyz 1 1
C -0.661 -1.825 -0.410
C -0.797 -0.325 -0.133
C -2.032 0.236 -0.815
C 0.455 0.434 -0.592
C 1.628 0.242 0.337
N 1.551 1.235 1.483
H 0.083 -2.314 0.223
H -1.610 -2.321 -0.177
H -0.485 -2.004 -1.470
H -0.935 -0.183 0.946
H -2.098 1.324 -0.687
H -2.951 -0.188 -0.405
H -1.971 0.055 -1.885
H 0.270 1.497 -0.785
H 0.737 0.069 -1.589
H 1.602 -0.742 0.798
H 2.586 0.400 -0.151
H 1.886 2.163 1.221
H 2.147 0.922 2.260
H 0.594 1.325 1.831
*
```

Its gap between HOMO and LUMO is 0.42469 hartree. The lowest unoccupied orbital energy is -3.75 eV. The value obtained for the energy relative to the best compared isomer or geometry (same formula, charge and spin) is 1.5 kcal/mol.

Atomic partial charges in e from the Löwdin method, atoms 1 to 5: number 1, C, carries -0.061; number 2, C, carries -0.452; number 3, C, carries -0.072; number 4, C, carries -0.180; number 5, C, carries -0.129



Question: What is the energy relative to the best compared isomer or geometry (same formula, charge and spin) in the second record?
Answer: 19.6 kcal/mol



Question: The highest energy relative to the best compared isomer or geometry (same formula, charge and spin) belongs to which entry?
Answer: C47H57N9O2S2SiTi